This record from OMol25 describes C7H18I2NO4P2Sn as an isolated structure at a distorted geometry. The level of theory is wB97M-V/def2-TZVPD.

Last column: Mulliken charge in e.
Element x y z (Å)
I1 3.256 -1.603 -4.526  0.34
I2 2.775 -3.270 -2.215  0.21
Sn1 0.146 -0.641 0.286  0.65
P1 1.905 0.803 1.249  0.68
P2 -1.994 -1.021 -0.902  0.68
O1 -1.027 1.400 0.684  -0.57
O2 -1.231 -0.082 2.299  -0.54
O3 -2.228 1.943 2.374  -0.44
O4 1.519 0.306 -3.026  -0.17
N1 -1.536 1.096 1.847  1.17
C1 1.057 0.046 -1.956  0.33
C2 -3.092 0.388 -1.344  -1.07
C3 2.239 0.491 3.009  -1.18
C4 3.532 0.602 0.473  -1.04
C5 -3.182 -2.044 0.019  -1.18
C6 -1.819 -1.903 -2.475  -1.04
C7 1.699 2.632 1.304  -1.07
H1 0.649 2.871 1.562  0.33
H2 -1.142 -2.782 -2.352  0.35
H3 1.275 0.520 3.585  0.37
H4 -4.138 -2.006 -0.566  0.49
H5 -3.102 1.117 -0.510  0.33
H6 2.939 1.302 3.340  0.49
H7 2.709 -0.521 3.137  0.41
H8 2.413 2.987 2.074  0.46
H9 -4.089 -0.062 -1.522  0.46
H10 -2.844 -2.242 -2.760  0.40
H11 -2.803 -3.097 0.098  0.41
H12 4.269 1.087 1.156  0.40
H13 -3.316 -1.626 1.053  0.37
H14 1.948 3.051 0.307  0.39
H15 3.557 1.098 -0.525  0.42
H16 -1.411 -1.230 -3.264  0.42
H17 3.769 -0.483 0.353  0.35
H18 -2.703 0.871 -2.264  0.39

HOMO-LUMO gap (alpha / beta): 5.46 / 3.55 eV
HOMO (alpha / beta): -19.126 / -18.164 eV
Total energy: -57805.9253 eV
Energy above the lowest of the compared OMol25 structures with the same formula, charge and spin: 159.5 kJ/mol
Total charge: +3